DFT (ωB97M-V with the def2-TZVPD basis set) results for a 13-piece molecular cluster, C30H42Cl12F4O21 overall in a non-equilibrium geometry.

Output
LUMO (spin up / spin down), eV: -2.2 / -9.3
Total charge: +1
Orbital gap (spin up / spin down), eV: 9.883 / 2.712
<S²>: 0.7555
Multiplicity: 2
HOMO (spin up / spin down), eV: -12.055 / -12.055

Each line ends with the Löwdin charge.
CARTESIAN COORDINATES (ANGSTROEM)
C (3.27231, 5.58709, 2.92103)  0.00
C (3.19270, 4.14771, 3.51336)  -0.28
C (1.77622, 3.92301, 3.96413)  -0.19
O (1.52804, 2.64225, 3.50789)  0.02
C (2.56566, 2.16155, 2.68350)  -0.46
O (2.56314, 1.01095, 2.20508)  0.09
O (3.43002, 3.12566, 2.55220)  0.11
H (4.30100, 5.86675, 2.69367)  0.08
H (2.93470, 6.42088, 3.53657)  0.10
H (2.81711, 5.60635, 1.93081)  0.06
H (3.65389, 4.06900, 4.49785)  0.16
H (1.12199, 4.65904, 3.49686)  0.10
H (1.61055, 4.11025, 5.02508)  0.14
C (2.49551, 1.43789, -1.28057)  0.00
C (3.35804, 2.71017, -1.05132)  -0.25
C (4.78108, 2.47334, -0.43208)  -0.04
O (5.59692, 3.33592, -1.25017)  0.08
C (4.94169, 3.72390, -2.32280)  -0.59
O (5.41105, 4.53837, -3.12020)  0.13
O (3.76118, 3.15766, -2.33322)  0.09
H (2.21353, 1.06376, -0.29639)  0.06
H (2.99314, 0.62217, -1.80501)  0.09
H (1.58691, 1.51780, -1.87738)  0.06
H (2.86232, 3.52433, -0.52267)  0.13
H (5.08681, 1.45259, -0.66164)  0.11
H (4.88558, 2.67727, 0.63356)  0.12
C (-0.51099, 0.05805, 0.61165)  0.02
C (-0.62469, -1.06693, -0.43052)  -0.25
C (-1.34504, -0.81909, -1.72233)  -0.07
O (-0.48522, -1.29240, -2.70513)  0.16
C (0.71388, -1.54490, -2.17813)  -0.47
O (1.68710, -2.03691, -2.69053)  0.21
O (0.66059, -1.29066, -0.84067)  0.19
H (-0.35805, 1.09543, 0.31405)  0.07
H (0.21183, -0.21029, 1.38212)  0.08
H (-1.46715, 0.14890, 1.12701)  0.05
H (-1.01437, -1.97130, 0.03677)  0.16
H (-1.65084, 0.21542, -1.87842)  0.14
H (-2.30287, -1.33932, -1.71614)  0.13
C (-1.17558, -4.80620, -1.08905)  -1.00
Cl (0.29087, -4.42339, -0.13592)  0.59
Cl (-1.52314, -6.52462, -0.83336)  0.57
H (-2.00117, -4.19820, -0.71914)  -0.01
H (-1.09228, -4.59616, -2.15538)  0.02
C (-1.50107, 4.87707, -0.21322)  -0.95
Cl (0.15208, 4.98397, 0.48648)  0.53
Cl (-2.11664, 3.21561, -0.14835)  0.57
H (-2.22078, 5.49564, 0.32297)  0.04
H (-1.51132, 5.30923, -1.21384)  0.04
C (-4.90694, -2.30533, -3.56128)  -0.96
Cl (-3.59906, -3.52899, -3.51317)  0.53
Cl (-5.84550, -2.45298, -2.08646)  0.57
H (-4.49130, -1.29776, -3.54906)  0.00
H (-5.54158, -2.44408, -4.43654)  0.05
C (3.97805, -3.83151, -4.22809)  -0.97
Cl (5.19499, -2.64310, -3.74008)  0.57
Cl (3.49360, -5.01806, -2.96014)  0.53
H (3.10563, -3.22084, -4.46061)  0.00
H (4.35276, -4.30539, -5.13536)  0.03
C (0.73335, -2.56824, 3.93420)  -0.95
Cl (1.32448, -2.83829, 5.61355)  0.51
Cl (2.09502, -2.33082, 2.73300)  0.50
H (-0.00195, -3.31409, 3.63228)  0.02
H (0.21856, -1.61308, 3.83033)  -0.02
C (-1.59204, 2.52897, 4.56754)  -0.99
Cl (-1.54681, 0.94870, 3.85461)  0.63
Cl (-1.90596, 3.76761, 3.34181)  0.53
H (-2.46730, 2.64118, 5.20741)  0.03
H (-0.65896, 2.76609, 5.07866)  0.03
C (-4.80336, 0.17075, 2.34530)  -0.05
C (-5.45274, 1.47522, 1.87284)  -0.33
O (-4.97317, 1.53016, 0.57011)  0.16
C (-4.48041, 0.35738, 0.20516)  -0.56
O (-4.21704, 0.05841, -0.98268)  0.07
O (-4.33305, -0.46023, 1.19224)  0.10
F (-4.96770, 2.44051, 2.61094)  0.10
H (-5.61102, -0.46967, 2.69976)  0.15
H (-4.09147, 0.40495, 3.13680)  0.10
H (-6.52876, 1.39660, 2.02817)  0.18
C (4.51468, -2.41417, -0.28320)  -0.13
C (5.64996, -1.45629, -0.33949)  -0.31
O (6.76384, -2.39098, -0.29995)  0.13
C (6.36699, -3.61709, 0.07280)  -0.49
O (7.13173, -4.60991, 0.31218)  0.09
O (5.04941, -3.61092, 0.14842)  0.09
F (5.65291, -0.64370, 0.71509)  0.10
H (3.99253, -2.56212, -1.22849)  0.08
H (3.75335, -2.04350, 0.40315)  0.11
H (5.63131, -0.87333, -1.26030)  0.15
C (-2.80378, 2.01090, -3.55048)  -0.08
C (-1.43036, 2.30919, -4.08936)  -0.31
O (-1.35817, 1.58572, -5.30459)  0.18
C (-2.17755, 0.55141, -5.20136)  -0.51
O (-2.25069, -0.44201, -5.94535)  0.14
O (-3.01300, 0.75145, -4.15527)  0.05
F (-0.47844, 1.86732, -3.26340)  0.07
H (-3.50838, 2.74599, -3.93944)  0.15
H (-2.82668, 2.14033, -2.46843)  0.07
H (-1.21501, 3.37477, -4.16854)  0.18
C (-4.73528, -4.26666, 0.66356)  -0.09
C (-4.49622, -5.12796, 1.89870)  -0.39
O (-3.64396, -4.34045, 2.62598)  0.16
C (-3.01686, -3.39327, 1.83099)  -0.39
O (-1.94098, -2.76754, 2.10178)  0.08
O (-3.68959, -3.34008, 0.65111)  0.02
F (-3.98022, -6.26248, 1.55958)  0.13
H (-5.68621, -3.77770, 0.87512)  0.13
H (-4.83685, -4.70175, -0.33065)  0.13
H (-5.45505, -5.38384, 2.34956)  0.18

DFT (ωB97M-V with the def2-TZVPD basis set) results for C30H42Cl2IrN6O3 as an isolated structure in a non-equilibrium geometry.

Output
LUMO (spin up / spin down), eV: -11.5 / -12.1
Total charge: +4
Energy relative to the best compared isomer or geometry (same formula, charge and spin), kcal per mole: 22.2
Orbital gap (spin up / spin down), eV: 6.175 / 5.905
<S²>: 0.7861
Multiplicity: 2
HOMO (spin up / spin down), eV: -17.710 / -17.979

Each line ends with the Löwdin charge.
CARTESIAN COORDINATES (ANGSTROEM)
Ir (-1.11355, 0.12774, -0.46350)  1.41
O (-0.72828, 1.08662, 1.70492)  -0.15
C (-0.96809, 2.49042, 1.70771)  -0.14
C (-1.95380, 2.81803, 0.63388)  -0.24
C (-2.70494, 3.97579, 0.71450)  0.03
C (-3.51182, 4.34604, -0.34801)  0.03
C (-3.55928, 3.53659, -1.47421)  0.01
C (-2.81219, 2.38240, -1.49062)  -0.09
N (-2.02364, 2.01692, -0.45773)  -0.02
H (0.16052, 0.92240, 2.04965)  0.08
H (-0.04498, 3.03685, 1.49019)  0.15
H (-1.32556, 2.81097, 2.68631)  0.15
H (-2.65088, 4.58603, 1.60675)  0.15
H (-4.09368, 5.25776, -0.30003)  0.14
H (-4.16664, 3.79594, -2.32985)  0.14
H (-2.81846, 1.72749, -2.34516)  0.11
N (0.27690, -4.81772, 0.53761)  0.08
C (-0.99915, -4.53897, -0.20349)  -0.06
C (-1.43015, -3.09692, 0.04562)  -0.17
N (-0.39592, -2.12356, -0.37553)  -0.11
C (0.87012, -2.41461, 0.34462)  -0.15
C (1.34740, -3.84653, 0.12074)  -0.07
H (0.58179, -5.78201, 0.37127)  0.20
H (0.11411, -4.73198, 1.54492)  0.20
H (-1.77289, -5.22877, 0.13067)  0.15
H (-0.81829, -4.72049, -1.26302)  0.15
H (-1.62320, -2.94303, 1.10979)  0.13
H (-2.35029, -2.91118, -0.50100)  0.10
H (-0.23626, -2.22929, -1.37753)  0.14
H (0.70903, -2.22676, 1.40889)  0.14
H (1.64076, -1.72869, 0.01054)  0.11
H (2.25134, -4.03995, 0.69588)  0.15
H (1.56608, -4.03171, -0.93116)  0.15
C (-5.25321, -3.50967, 0.17296)  -0.05
C (-5.47592, -2.00276, 0.15628)  -0.16
N (-4.22398, -1.25511, -0.12157)  -0.06
C (-3.55121, -0.72049, 1.06804)  -0.18
C (-4.23253, 0.52841, 1.60694)  -0.02
C (-3.80095, -1.02046, -1.36185)  -0.38
C (-4.69622, -1.33398, -2.51974)  0.05
N (-2.60937, -0.51067, -1.60679)  -0.05
H (-6.21577, -4.01162, 0.26580)  0.10
H (-4.64379, -3.81250, 1.02804)  0.08
H (-4.78400, -3.86257, -0.74804)  0.07
H (-5.84747, -1.68043, 1.12663)  0.13
H (-6.22740, -1.74553, -0.58459)  0.13
H (-2.48822, -0.47174, 0.81968)  0.03
H (-3.52963, -1.50050, 1.82993)  0.14
H (-4.51017, 1.19657, 0.79050)  0.09
H (-3.55821, 1.05769, 2.28018)  0.09
H (-5.13035, 0.27493, 2.16791)  0.10
H (-5.64929, -0.81602, -2.40807)  0.12
H (-4.90849, -2.40131, -2.58723)  0.11
H (-4.24861, -1.01516, -3.45825)  0.10
H (-2.43482, -0.32666, -2.58586)  0.09
Cl (7.12967, 0.93204, -0.68068)  0.84
C (6.56155, 0.69685, 0.92674)  -0.56
C (7.47885, 0.31533, 1.88787)  -0.06
C (7.06078, -0.01517, 3.16677)  0.00
C (5.70493, -0.02157, 3.48365)  -0.07
C (4.79422, 0.34209, 2.52529)  -0.55
Cl (3.09652, 0.33364, 2.93935)  0.73
C (5.18661, 0.77547, 1.24292)  -0.25
N (4.20673, 1.17843, 0.33857)  0.15
C (4.30673, 2.17309, -0.58461)  -0.19
C (5.23491, 3.22580, -0.37957)  -0.01
C (5.32934, 4.26049, -1.27302)  -0.01
C (4.48747, 4.28744, -2.38171)  0.03
C (3.54889, 3.26377, -2.58380)  0.01
C (3.43844, 2.19949, -1.72350)  -0.11
C (2.53989, 1.04403, -2.13202)  -0.01
C (1.33608, 0.73650, -1.27345)  -0.56
O (0.20392, 0.62276, -1.89725)  -0.11
O (1.38399, 0.54030, -0.04887)  -0.06
H (8.52777, 0.26904, 1.62834)  0.13
H (7.78997, -0.28231, 3.91967)  0.14
H (5.37319, -0.29307, 4.47630)  0.13
H (3.27015, 0.79768, 0.47302)  0.08
H (5.82036, 3.23248, 0.53053)  0.13
H (6.03306, 5.06333, -1.10057)  0.14
H (4.54992, 5.10531, -3.08738)  0.14
H (2.92091, 3.30122, -3.46543)  0.13
H (3.12812, 0.11945, -2.17705)  0.15
H (2.16045, 1.22984, -3.13462)  0.13

DFT (ωB97M-V with the def2-TZVPD basis set) results for C30H42Cl4KN3O6SSeSi2 as an isolated structure in a non-equilibrium geometry.

Output
LUMO, eV: 3.5
Total charge: -2
Energy relative to the best compared isomer or geometry (same formula, charge and spin), kcal per mole: 92.4
Orbital gap, eV: 5.385
HOMO, eV: -1.864

Each line ends with the Löwdin charge.
CARTESIAN COORDINATES (ANGSTROEM)
K (1.24361, -0.31219, 0.88339)  0.59
O (5.20262, 0.25186, -0.14305)  -0.32
Cl (4.01804, 0.13812, 0.63428)  0.56
O (4.30991, 0.32160, 2.00423)  -0.32
O (3.07464, 1.12337, 0.20139)  -0.46
O (3.42831, -1.14462, 0.42672)  -0.45
C (-2.33590, 0.89701, -1.43178)  -0.21
Si (-2.85299, 2.25104, -0.12494)  0.82
C (-1.28564, 3.30634, 0.22273)  -0.23
N (-0.63356, 2.85504, 1.43447)  -0.21
C (0.79337, 3.10044, 1.45002)  -0.22
C (1.15730, 4.59056, 1.58845)  -0.16
C (0.28068, 5.25517, 2.66198)  -0.20
C (-0.39359, 4.19492, 3.52787)  -0.19
C (-1.28636, 3.30020, 2.66196)  -0.20
C (-4.14991, 3.39827, -0.94784)  -0.23
C (-3.74058, 4.43854, -1.78047)  -0.10
C (-4.64630, 5.33808, -2.31321)  -0.10
C (-5.99536, 5.21489, -2.02523)  -0.11
C (-6.42623, 4.19042, -1.19817)  -0.10
C (-5.51234, 3.29222, -0.67441)  -0.10
C (-3.60677, 1.39976, 1.38142)  -0.25
C (-3.29912, 0.07045, 1.65565)  -0.08
C (-3.78753, -0.55094, 2.78949)  -0.07
C (-4.59911, 0.14318, 3.66888)  -0.08
C (-4.92195, 1.46601, 3.40887)  -0.09
C (-4.42678, 2.08627, 2.27729)  -0.14
H (-1.83905, 1.43676, -2.24340)  0.10
H (-3.20598, 0.34954, -1.78254)  0.10
H (-1.50410, 4.38957, 0.23522)  0.08
H (-0.58652, 3.13505, -0.59699)  0.09
H (1.24430, 2.68634, 0.54904)  0.10
H (1.20768, 2.55587, 2.29661)  0.05
H (1.02640, 5.10673, 0.63282)  0.10
H (2.21147, 4.65318, 1.85586)  0.11
H (-0.49584, 5.86379, 2.18677)  0.10
H (0.87241, 5.92506, 3.29246)  0.10
H (-1.00105, 4.67588, 4.29827)  0.11
H (0.35794, 3.59005, 4.02997)  0.07
H (-2.19263, 3.85786, 2.39962)  0.11
H (-1.58429, 2.41909, 3.24442)  0.09
H (-2.69024, 4.54475, -2.00765)  0.10
H (-4.29910, 6.14000, -2.95274)  0.10
H (-6.70761, 5.90976, -2.44969)  0.09
H (-7.47881, 4.09521, -0.96249)  0.10
H (-5.85606, 2.49558, -0.03128)  0.09
H (-2.67151, -0.47715, 0.96984)  0.08
H (-3.52362, -1.57736, 2.98599)  0.11
H (-4.96971, -0.33791, 4.56219)  0.10
H (-5.55365, 2.01755, 4.09517)  0.10
H (-4.67456, 3.12221, 2.08446)  0.10
C (0.25652, -0.86129, -5.68674)  -0.12
C (-0.37450, -1.29474, -4.36873)  -0.29
C (0.66101, -1.56473, -3.29276)  -0.31
S (1.28658, -0.02012, -2.46572)  0.94
O (0.99832, 1.08784, -3.39756)  -0.52
C (3.08453, -0.40618, -2.61949)  -0.33
C (3.65911, -0.28889, -4.01778)  -0.28
C (3.92082, 1.16732, -4.37582)  -0.11
H (-0.50910, -0.69461, -6.44336)  0.06
H (0.93763, -1.62752, -6.05768)  0.07
H (0.80544, 0.06518, -5.53781)  0.05
H (-0.96449, -2.20401, -4.51114)  0.09
H (-1.05051, -0.51404, -4.01800)  0.09
H (1.50211, -2.11980, -3.70121)  0.09
H (0.21174, -2.13340, -2.48041)  0.01
H (3.17382, -1.40462, -2.19754)  0.09
H (3.58828, 0.29249, -1.95902)  0.05
H (2.97378, -0.72334, -4.74865)  0.08
H (4.59865, -0.84862, -4.05784)  0.11
H (2.98126, 1.71040, -4.38502)  0.05
H (4.39310, 1.25092, -5.35395)  0.06
H (4.57394, 1.61783, -3.63238)  0.08
Se (-1.84878, -3.99622, -1.77985)  0.41
C (-0.96750, -5.60234, -1.40030)  -0.79
C (-0.66305, -6.00669, -0.09924)  -0.15
C (-0.06400, -7.23220, 0.09409)  -0.20
N (0.26121, -8.07550, -0.88241)  0.00
C (-0.01307, -7.67473, -2.11938)  -0.21
C (-0.61001, -6.47500, -2.43050)  -0.17
H (-0.90076, -5.37497, 0.74375)  0.08
H (0.17425, -7.57790, 1.09606)  0.09
H (0.26318, -8.37184, -2.90635)  0.08
H (-0.81686, -6.20741, -3.45628)  0.07
O (-0.30121, 0.36033, -0.62177)  -0.35
N (-1.49199, 0.00634, -0.75615)  -0.05
Cl (-0.25774, -0.85135, 6.01715)  -0.05
Si (0.09858, -0.26659, 3.95359)  -0.54
Cl (1.68858, 1.09575, 4.33650)  0.11
Cl (1.24960, -1.89754, 3.30724)  0.08

| no. | electronic energy (eV) |
| --- | --- |
| 1 | -235916.4000 |
| 2 | -74722.0722 |
| 3 | -206895.8304 |